[1]
15
Properties=species:S:1:pos:R:3:forces:R:3 method="wB97M-V/def2-TZVPD" homo_energy_ev=-8.967 total_energy_ev=-12902.7882 max_force_ev_per_a=0.95 charge=0 relative_energy_kj_mol=308.6 lumo_ha=0.017 multiplicity=1
O 0.871009 -1.472498 1.119514 -0.3910 0.4182 -0.0983
C -1.560683 -0.452451 0.159304 0.0884 0.0696 -0.1486
C 1.061673 -0.259132 0.472374 0.7397 0.2453 -0.5391
O 1.686539 0.631941 1.379296 -0.1120 -0.0079 -0.1680
C -0.026729 1.038559 -0.974869 -0.7135 -0.2374 0.3133
H -2.468002 0.097543 -0.101827 0.0294 -0.0223 -0.0303
N -0.412506 0.440879 0.156629 0.6178 -0.3201 -0.3891
H -1.430951 -1.312914 -0.509069 -0.0132 -0.0049 0.0323
O -0.666451 0.959389 -2.120528 0.2562 0.1325 0.4030
H -1.681790 -0.838980 1.168091 0.0279 0.0015 -0.0517
H 2.564235 0.778273 0.998921 -0.1484 -0.0500 -0.0102
H 1.029015 -1.312977 2.059597 -0.0337 -0.0129 -0.0822
H 0.693385 1.844821 -0.939477 0.1027 -0.2153 -0.0435
O 1.586804 -0.325031 -0.718782 -0.4473 -0.0021 0.6827
H -1.245549 0.182577 -2.149175 -0.0028 0.0060 0.1296


[2]
9
Properties=species:S:1:pos:R:3:forces:R:3 method="wB97M-V/def2-TZVPD" homo_energy_ev=-8.331 total_energy_ev=-22561.4824 max_force_ev_per_a=2.06 charge=0 relative_energy_kj_mol=272.2 lumo_ha=-0.026 multiplicity=1
H 1.150314 -1.482996 0.460464 1.2132 -0.7947 -0.2461
C -0.260364 1.292815 -0.141543 -0.2368 -0.1771 -0.1858
H -0.588421 -0.485307 1.075571 0.2353 0.4877 -0.1999
N 1.283257 -0.529581 0.195857 -0.7393 0.0653 0.1730
H -1.143022 1.950234 -0.064307 0.3097 -1.0680 0.5939
H 0.395914 1.683954 -0.908799 0.3865 0.0113 0.0802
I 3.052861 0.170833 -0.546662 -1.2142 -0.4408 0.2938
S 4.442680 -0.376080 1.118173 0.4064 0.0216 0.2225
C 0.065554 0.106590 0.418112 -0.3609 1.8948 -0.7315


[3]
95
Properties=species:S:1:pos:R:3:forces:R:3 method="wB97M-V/def2-TZVPD" homo_energy_ev="-2.239 / -3.748" total_energy_ev=-97605.5189 max_force_ev_per_a=0.86 charge=-1 relative_energy_kj_mol=0.0 lumo_ha="0.087 / 0.086" multiplicity=6
C -0.085947 0.895120 1.976793 -0.0349 0.0674 0.1359
C -1.705543 2.769650 0.262118 -0.0551 0.1135 0.0744
C 4.556929 1.120875 1.251903 0.0717 0.0110 0.0773
C 3.975592 1.773815 -1.371467 -0.0651 -0.0154 -0.1305
C -2.181254 -3.558872 -1.291046 0.0041 0.1404 -0.0256
C -0.629585 -4.882692 -3.165892 0.1090 0.0186 -0.0104
H -3.949604 -4.414747 0.662242 -0.0196 0.0014 0.0288
O -1.023609 -0.413022 -3.799306 0.4322 -0.2389 0.0704
H 3.737658 2.037495 -2.394850 0.0144 -0.0006 -0.0054
H 2.335049 1.818780 5.048440 0.0071 0.0147 0.0225
H -1.306488 6.056176 -1.098710 0.0208 0.0260 -0.0352
H 3.137758 -4.843760 0.791167 -0.0022 0.0161 0.0045
H 0.159872 -2.612561 0.588263 0.1063 -0.0872 -0.0785
C -3.067341 -2.802562 -0.485816 -0.0250 0.3119 -0.0223
C 3.140198 -3.112296 -0.470141 -0.0896 0.0244 -0.0103
C 3.707134 0.475791 -0.923709 -0.0396 -0.2208 -0.0081
C 4.091857 -4.787517 -2.449164 0.0514 -0.1579 -0.0274
C -2.598479 3.151063 -1.902662 -0.0589 -0.0064 -0.0251
H -4.835992 4.142375 0.446500 -0.0458 0.0011 -0.0026
H -1.427161 -6.715943 -2.324381 -0.0718 0.0026 0.0084
H -3.117514 3.753315 -2.634260 0.0113 -0.0007 -0.0352
Si 3.113909 -0.778591 -2.190125 0.4667 0.0981 0.0744
H 0.996631 -2.175701 2.846042 0.0073 -0.0223 -0.0316
N -0.401435 -0.697329 0.183417 0.1018 0.1848 -0.0555
C -1.421911 -5.633924 -2.271799 -0.1036 0.0822 0.0605
N -1.309269 -2.839708 -2.103016 -0.0595 -0.7962 -0.1050
C 0.511167 -0.043061 2.778426 -0.1176 0.0071 -0.2663
C 1.287332 0.300343 -3.642151 0.0591 -0.0442 -0.0465
C -0.616619 -3.514914 -3.023629 0.2067 -0.0972 -0.1583
H 4.066729 -3.066048 -3.713519 0.0089 -0.0102 0.0035
C 1.856207 -0.790377 4.789339 -0.0802 0.0621 -0.0381
H 3.818076 -0.820930 0.793650 0.0016 0.0111 0.0287
O 1.491295 -0.551612 -2.603813 -0.2942 -0.2683 -0.2684
H -1.547487 3.039816 1.295601 0.0544 0.0620 -0.0143
C -0.158507 0.640951 5.085107 0.0568 -0.0108 -0.0581
H 2.271324 -0.454035 5.741407 -0.0161 0.0085 0.0278
H 3.917848 -0.574701 -3.409385 -0.0084 -0.1227 -0.0202
N -1.548443 1.042671 -1.437463 0.0028 0.7280 0.2027
N -3.051570 -1.438044 -0.692445 0.2288 -0.1932 -0.1685
H -2.926200 4.628968 1.999704 0.0270 -0.0034 0.0366
C -4.809261 -1.153964 0.909710 -0.0538 -0.0361 0.0300
Mn -1.290770 -0.870958 -1.861233 -0.5957 0.0813 0.6171
O -0.033488 0.478929 -5.592786 0.1535 -0.1165 0.0606
C 3.377772 -2.581335 -1.738430 -0.1101 0.1938 0.2053
C -2.200951 -4.974977 -1.366438 0.0332 -0.1349 0.0724
C 4.838251 2.394457 0.782668 -0.0614 0.0172 -0.0256
C -3.899739 -0.676445 -0.012231 -0.0928 0.1797 -0.0166
H 4.774007 0.862427 2.281441 0.0350 -0.0155 -0.0170
H -1.439724 5.380074 1.385023 0.0187 -0.0264 0.0305
H 2.781684 -2.466520 0.317432 -0.1808 -0.0323 0.0958
H -0.016009 -2.909005 -3.691160 0.0411 0.0872 0.0537
C 1.928726 1.575898 4.063306 -0.0691 -0.0780 0.0291
C 0.127056 -1.605553 0.989936 -0.0483 -0.1387 -0.1249
H -0.195125 1.912528 2.326773 0.0481 0.0203 0.0093
H -4.786839 4.667433 -1.238853 -0.0403 -0.0024 -0.0037
C -3.960247 -3.350043 0.473517 -0.0029 -0.1762 -0.0049
H -2.742894 5.896505 -2.116218 0.0397 0.0219 -0.0404
H 1.240067 -1.669005 4.983240 0.0520 -0.0635 -0.0093
C -4.819467 -2.540708 1.160340 0.0932 0.1370 -0.0608
H -2.922769 6.328615 1.518277 -0.0231 0.0072 0.0188
C 4.005050 0.170708 0.405744 -0.0283 -0.0154 -0.0521
C 0.591427 -1.359978 2.265943 0.1043 -0.0616 0.1889
H -3.854180 0.387995 -0.224205 0.0735 -0.0099 -0.0100
C 1.029134 0.334605 4.161123 0.1160 0.0791 0.1276
C -2.924214 4.967638 -0.152084 -0.0501 0.0522 0.0794
H -5.482440 -0.477736 1.416521 0.0264 0.0178 0.0141
H 4.002607 -6.346872 -0.978319 -0.0098 -0.0016 0.0153
H -2.871521 -5.525700 -0.721335 0.0547 -0.0292 0.0291
H 2.758649 1.391773 3.379125 -0.0474 0.0623 -0.0004
H -2.741265 7.042388 -0.769792 -0.0321 0.0124 -0.0008
H -2.382431 1.513944 -3.253841 0.0559 -0.0378 0.0199
C 3.830847 -5.298335 -1.186454 -0.0255 0.0466 -0.0623
C -4.458314 4.911811 -0.228910 0.0987 0.0412 -0.0019
H 1.372111 2.441926 3.707409 0.0466 0.0329 -0.0482
H 4.744577 3.717449 -0.905005 -0.0087 0.0009 -0.0076
H -0.766060 1.451400 4.681930 -0.0215 0.0041 -0.0142
H 0.196541 0.938323 6.075353 0.0018 -0.0198 0.0270
C -2.184837 1.887389 -2.255110 -0.1089 0.1361 -0.1090
H 2.686099 -1.073296 4.139874 0.0094 -0.0585 -0.0031
C 4.537428 2.722057 -0.532373 0.0235 0.0160 0.0789
H 4.478403 -5.435997 -3.226090 -0.0267 0.0054 -0.0067
H -0.793440 -0.240169 5.190235 -0.0401 0.0073 0.0136
H 5.285969 3.130757 1.438391 -0.0152 0.0095 0.0214
C 3.862833 -3.448890 -2.719201 -0.0281 0.1916 -0.1364
C -0.045452 0.095467 -4.437110 -0.3246 0.3030 0.0442
C -2.397324 6.058127 -1.095975 -0.0292 -0.0897 0.0436
H -4.894118 5.873096 0.055102 -0.0059 0.0162 0.0035
C 3.347171 -4.455009 -0.197909 0.0516 -0.0685 0.1091
H -5.494188 -2.955411 1.899356 -0.0022 -0.0493 -0.0182
H -0.042636 -5.362026 -3.933293 0.0820 0.0371 -0.0479
C -1.262482 1.486610 -0.156983 0.0970 -0.1704 -0.0711
C -0.576361 0.577078 0.683180 -0.0383 -0.1196 -0.1590
C -2.376862 3.613961 -0.578371 0.1197 -0.1703 0.0093
O 2.131250 1.101369 -3.939651 -0.2031 0.2465 -0.0974
C -2.524862 5.340940 1.277039 -0.0142 -0.0380 -0.1070